(1)
DFT (ωB97M-V/def2-TZVPD) results for a structure of composition C47H35AsBrClMoN3O6.

Last column: Löwdin charge in e.
CARTESIAN COORDINATES (ANGSTROEM)
1 Mo 0.2679 0.2328 0.9174  1.726
2 Br -6.4325 -2.6258 3.0208  0.780
3 C -4.6828 -2.1514 2.5053  -0.687
4 C -3.6738 -3.1226 2.5107  -0.079
5 C -2.3896 -2.8121 2.1145  0.008
6 C -2.1193 -1.5136 1.6998  -0.344
7 O -0.9206 -1.1641 1.2680  -0.315
8 C -3.1045 -0.5390 1.7153  -0.135
9 C -2.8078 0.8179 1.3162  -0.067
10 N -1.7023 1.3244 0.9649  0.024
11 C -1.7127 2.7297 0.5941  -0.165
12 C -2.7340 3.6044 0.7416  0.004
13 C -2.6185 4.9390 0.2775  -0.042
14 C -1.4832 5.3686 -0.3261  -0.010
15 C -0.3809 4.4883 -0.4498  -0.135
16 C 0.8619 4.8709 -1.0028  0.025
17 C 1.8794 3.9770 -1.0310  -0.003
18 C 1.6669 2.6855 -0.5144  -0.131
19 N 0.5315 2.2836 -0.0160  -0.025
20 C -0.5064 3.1775 0.0235  -0.151
21 C -4.4071 -0.8664 2.1196  -0.067
22 H -3.9111 -4.1335 2.8219  0.116
23 H -1.5880 -3.5417 2.1166  0.133
24 H -3.6781 1.4692 1.3050  0.127
25 H -3.6585 3.3202 1.2271  0.114
26 H -3.4536 5.6151 0.4085  0.118
27 H -1.3977 6.3848 -0.6956  0.127
28 H 0.9926 5.8797 -1.3805  0.134
29 H 2.8547 4.2325 -1.4252  0.128
30 H 2.4811 1.9822 -0.4883  0.100
31 H -5.1845 -0.1080 2.1261  0.121
32 O 3.9559 0.3853 2.2455  0.132
33 C 2.7833 0.4904 2.4611  -0.532
34 O 1.9197 1.0608 1.6019  -0.284
35 C 2.1422 0.1611 3.7873  -0.082
36 C 0.9923 1.1425 4.0750  -0.221
37 C 0.5876 1.0526 5.5417  -0.081
38 C -0.1987 -0.2829 5.5692  -0.077
39 C -0.0530 -0.7623 4.1353  -0.226
40 O -0.1367 0.4991 3.3746  -0.130
41 C 1.3791 -1.2154 3.8203  -0.069
42 C 1.2935 -2.0255 2.5233  -0.551
43 O 0.8888 -3.1653 2.5822  0.103
44 O 1.5908 -1.3793 1.4095  -0.204
45 H 2.9291 0.2010 4.5342  0.162
46 H 1.1321 2.1428 3.6925  0.158
47 H 1.4620 1.0449 6.1885  0.123
48 H -0.0409 1.8957 5.8230  0.119
49 H 0.1938 -1.0085 6.2800  0.128
50 H -1.2495 -0.1140 5.7967  0.121
51 H -0.8133 -1.4588 3.8209  0.140
52 H 1.7660 -1.8730 4.5923  0.164
53 C 1.1846 3.0960 -4.5600  -0.072
54 C 2.3517 2.3762 -4.3381  -0.063
55 C 2.3662 1.3288 -3.4225  -0.082
56 C 1.2081 1.0078 -2.7324  -0.386
57 C 0.0275 1.7103 -2.9714  -0.125
58 C 0.0177 2.7588 -3.8804  -0.071
59 As 1.1720 -0.4464 -1.4511  1.383
60 C 0.8741 -1.8105 -2.8116  -0.282
61 C -0.1660 -1.9163 -3.7217  -0.093
62 C -0.1300 -2.9170 -4.6803  -0.066
63 C 0.9440 -3.8014 -4.7219  -0.058
64 C 2.0161 -3.6378 -3.8601  -0.011
65 C 2.0018 -2.6142 -2.9189  -0.183
66 C 3.1548 -2.2211 -2.0714  -0.189
67 C 4.3882 -2.8529 -2.0490  -0.010
68 C 5.4112 -2.3437 -1.2579  -0.050
69 C 5.2117 -1.1974 -0.4975  -0.047
70 C 3.9818 -0.5550 -0.5256  -0.085
71 C 2.9718 -1.0738 -1.3121  -0.318
72 H 1.1808 3.9163 -5.2682  0.109
73 H 3.2565 2.6307 -4.8772  0.111
74 H 3.2768 0.7713 -3.2455  0.111
75 H -0.8775 1.4390 -2.4387  0.090
76 H -0.8960 3.3144 -4.0587  0.111
77 H -0.9891 -1.2218 -3.7030  0.098
78 H -0.9372 -3.0045 -5.3975  0.109
79 H 0.9610 -4.5992 -5.4550  0.111
80 H 2.8737 -4.2960 -3.9365  0.112
81 H 4.5602 -3.7420 -2.6443  0.111
82 H 6.3699 -2.8477 -1.2342  0.111
83 H 6.0040 -0.8069 0.1292  0.115
84 H 3.8316 0.3173 0.0919  0.073
85 Cl -5.9112 -0.4171 -1.5193  0.704
86 C -4.3798 -1.1979 -1.3126  -0.655
87 C -4.2928 -2.5634 -1.1392  -0.064
88 C -3.0345 -3.1099 -0.9422  -0.028
89 C -1.9278 -2.2766 -0.9499  -0.164
90 N -2.0096 -0.9576 -1.1546  0.042
91 C -3.2254 -0.4394 -1.3157  -0.194
92 H -5.1854 -3.1769 -1.1581  0.123
93 H -2.9092 -4.1752 -0.7843  0.126
94 H -0.9455 -2.6823 -0.7672  0.115
95 H -3.2938 0.6386 -1.4550  0.111

Calculated values
F_max, eV/Å: 2.0
Multiplicity: 3
⟨S²⟩: 2.014
Frontier orbital gap (alpha / beta), eV: 7.0 / 6.7
Total charge: +1
Energy above the lowest of the compared OMol25 structures with the same formula, charge and spin, kJ/mol: 58.25

(2)
DFT (ωB97M-V/def2-TZVPD) results for a structure of composition C47H35I2N5O4V.

Last column: Löwdin charge in e.
CARTESIAN COORDINATES (ANGSTROEM)
1 V 0.0232 -0.3813 0.6110  1.107
2 O -1.1804 -0.9829 -0.2077  -0.157
3 C -2.4992 -1.1339 -0.5134  -0.375
4 C -3.2637 -0.7590 0.8006  -0.010
5 C -2.9572 0.6315 1.2708  -0.213
6 C -3.9758 1.5303 1.5687  0.014
7 C -3.6466 2.7901 2.0416  -0.006
8 C -2.3125 3.1411 2.1415  0.022
9 C -1.3395 2.2014 1.8185  -0.209
10 C 0.1195 2.5332 1.8166  -0.020
11 C 0.6204 2.3738 0.3503  -0.389
12 O 0.3350 1.0887 -0.0201  -0.194
13 C -0.0544 3.3780 -0.5867  -0.127
14 C -0.2757 4.7013 -0.2271  -0.021
15 C -0.8733 5.5714 -1.1216  -0.060
16 C -1.2291 5.1395 -2.3878  -0.067
17 C -0.9776 3.8313 -2.7594  -0.058
18 C -0.3983 2.9554 -1.8626  -0.014
19 C 2.1332 2.5652 0.1905  -0.135
20 C 2.7011 2.0461 -0.9684  -0.021
21 C 4.0392 2.2463 -1.2461  -0.055
22 C 4.8260 2.9715 -0.3690  -0.065
23 C 4.2736 3.4528 0.8052  -0.061
24 C 2.9336 3.2478 1.0926  -0.014
25 N -1.6785 0.9708 1.4338  0.142
26 C -2.8449 -2.6001 -0.8225  -0.135
27 C -2.4241 -3.5820 0.0692  -0.049
28 C -2.7260 -4.9105 -0.1672  -0.063
29 C -3.4556 -5.2672 -1.2893  -0.065
30 C -3.8673 -4.2942 -2.1823  -0.056
31 C -3.5704 -2.9613 -1.9504  -0.004
32 C -2.8344 -0.2174 -1.6857  -0.158
33 C -4.0481 0.4455 -1.8163  -0.017
34 C -4.2910 1.2411 -2.9243  -0.049
35 C -3.3362 1.3705 -3.9174  -0.072
36 C -2.1288 0.7036 -3.7968  -0.076
37 C -1.8776 -0.0824 -2.6862  -0.030
38 H -2.9384 -1.4630 1.5722  0.123
39 H -4.3330 -0.8936 0.6393  0.139
40 H -5.0085 1.2406 1.4618  0.123
41 H -4.4204 3.4851 2.3282  0.122
42 H -2.0221 4.1216 2.4784  0.124
43 H 0.6637 1.8139 2.4375  0.129
44 H 0.2976 3.5447 2.1736  0.120
45 H 0.0216 5.0705 0.7419  0.115
46 H -1.0534 6.5941 -0.8280  0.110
47 H -1.6915 5.8228 -3.0820  0.108
48 H -1.2254 3.4884 -3.7504  0.099
49 H -0.2125 1.9311 -2.1529  0.098
50 H 2.0831 1.4828 -1.6543  0.124
51 H 4.4619 1.8453 -2.1543  0.115
52 H 5.8644 3.1565 -0.5955  0.112
53 H 4.8852 4.0005 1.5047  0.112
54 H 2.5338 3.6186 2.0223  0.115
55 H -1.8477 -3.3094 0.9450  0.106
56 H -2.4032 -5.6702 0.5283  0.115
57 H -3.7039 -6.3007 -1.4655  0.109
58 H -4.4318 -4.5719 -3.0594  0.111
59 H -3.9123 -2.2127 -2.6490  0.118
60 H -4.8168 0.3391 -1.0684  0.112
61 H -5.2365 1.7535 -3.0154  0.112
62 H -3.5315 1.9868 -4.7819  0.112
63 H -1.3818 0.7876 -4.5717  0.116
64 H -0.9314 -0.6061 -2.5950  0.130
65 I 2.3051 -3.1927 3.2190  0.997
66 C 1.6227 -4.1674 1.4652  -0.719
67 C 1.9497 -5.4995 1.2629  -0.120
68 C 1.5103 -6.0866 0.0876  -0.049
69 C 0.8032 -5.3177 -0.8283  -0.043
70 C 0.5327 -3.9964 -0.5104  -0.145
71 N 0.9159 -3.4400 0.6311  0.005
72 H 2.5211 -6.0450 1.9984  0.096
73 H 1.7278 -7.1260 -0.1076  0.115
74 H 0.4627 -5.7339 -1.7634  0.111
75 H -0.0060 -3.3427 -1.1865  0.110
76 N -0.4008 -1.3153 2.0761  0.033
77 C -0.7166 -1.4087 3.2175  -0.267
78 N -1.2650 -1.6423 4.2830  0.170
79 C -1.1453 -1.3960 5.5465  -0.340
80 N -1.1212 -1.1838 6.6739  0.157
81 I 8.6931 -0.3624 0.8426  0.890
82 C 6.5896 -0.3925 0.8496  -0.705
83 C 5.9000 0.1744 1.9096  -0.131
84 C 4.5211 0.1354 1.9190  -0.009
85 C 3.8358 -0.4610 0.8615  -0.153
86 C 4.5378 -1.0157 -0.2053  -0.004
87 C 5.9172 -0.9855 -0.2096  -0.133
88 C 2.3640 -0.4955 0.8871  -0.601
89 O 1.7202 -1.0455 -0.0579  -0.036
90 O 1.7198 0.0321 1.8169  -0.053
91 H 6.4361 0.6359 2.7223  0.100
92 H 3.9597 0.5513 2.7410  0.129
93 H 3.9929 -1.4653 -1.0233  0.128
94 H 6.4678 -1.4203 -1.0287  0.098

Calculated values
F_max, eV/Å: 3.9
Frontier orbital gap, eV: 6.3
Total charge: +1
Energy above the lowest of the compared OMol25 structures with the same formula, charge and spin, kJ/mol: 145.75

(3)
DFT (ωB97M-V/def2-TZVPD) results for a structure of composition C47H36ClN4ORuSSbSe.

Last column: Löwdin charge in e.
CARTESIAN COORDINATES (ANGSTROEM)
1 Ru -0.2756 -0.0094 -0.3369  1.210
2 Cl -5.7167 -2.6331 3.7253  0.725
3 C -4.4014 -2.3158 2.6566  -0.657
4 C -3.9248 -3.3301 1.8196  -0.048
5 C -2.8890 -3.0912 0.9492  0.004
6 C -2.2731 -1.8333 0.8633  -0.328
7 O -1.3224 -1.6641 -0.0557  -0.314
8 C -2.7252 -0.8256 1.7489  -0.129
9 C -2.0917 0.4384 1.9266  -0.065
10 N -0.9972 0.8301 1.3567  -0.079
11 C -0.4250 2.1025 1.6607  -0.212
12 C -0.7048 2.8655 2.7609  0.021
13 C -0.0698 4.1131 2.9435  -0.027
14 C 0.8526 4.5676 2.0466  0.006
15 C 1.1889 3.7804 0.9188  -0.129
16 C 2.1708 4.1540 -0.0256  0.041
17 C 2.4650 3.3231 -1.0694  -0.007
18 C 1.7685 2.1126 -1.1872  -0.110
19 N 0.8330 1.7400 -0.3380  -0.075
20 C 0.5387 2.5509 0.7310  -0.168
21 C -3.8070 -1.0842 2.6221  -0.037
22 H -4.3792 -4.3104 1.8647  0.123
23 H -2.5248 -3.8929 0.3289  0.104
24 H -2.5728 1.1190 2.6253  0.135
25 H -1.3956 2.5213 3.5180  0.120
26 H -0.3177 4.7024 3.8144  0.123
27 H 1.3469 5.5183 2.1922  0.130
28 H 2.6919 5.0948 0.0970  0.137
29 H 3.2219 3.5724 -1.7978  0.123
30 H 1.9757 1.4322 -2.0004  0.086
31 H -4.1562 -0.2994 3.2798  0.124
32 S 1.9006 -1.2375 -0.4116  0.143
33 Sb 1.1987 -3.4547 -0.5398  1.374
34 C 0.1947 -3.7749 -2.3486  -0.356
35 C 1.0112 -3.7018 -3.4768  -0.151
36 C 0.4711 -3.9540 -4.7300  -0.070
37 C -0.8737 -4.2741 -4.8561  -0.061
38 C -1.6842 -4.3369 -3.7331  -0.058
39 C -1.1527 -4.0877 -2.4754  -0.098
40 C 2.9335 -4.6082 -0.7048  -0.367
41 C 3.0513 -5.6377 -1.6329  -0.117
42 C 4.2130 -6.3973 -1.6653  -0.061
43 C 5.2444 -6.1272 -0.7788  -0.054
44 C 5.1214 -5.1036 0.1515  -0.060
45 C 3.9648 -4.3419 0.1937  -0.122
46 C 0.4515 -4.0379 1.3220  -0.367
47 C 0.2427 -5.3943 1.5501  -0.108
48 C -0.1819 -5.8149 2.8028  -0.056
49 C -0.3688 -4.8877 3.8185  -0.052
50 C -0.1251 -3.5401 3.5918  -0.059
51 C 0.2829 -3.1072 2.3390  -0.141
52 H 2.0678 -3.4722 -3.3851  0.107
53 H 1.1060 -3.9172 -5.6056  0.115
54 H -1.2888 -4.4839 -5.8325  0.117
55 H -2.7321 -4.5846 -3.8322  0.118
56 H -1.7976 -4.1318 -1.6143  0.083
57 H 2.2468 -5.8651 -2.3215  0.098
58 H 4.3096 -7.2012 -2.3820  0.115
59 H 6.1482 -6.7199 -0.8088  0.116
60 H 5.9255 -4.9006 0.8453  0.115
61 H 3.8738 -3.5443 0.9226  0.098
62 H 0.4098 -6.1265 0.7684  0.109
63 H -0.3514 -6.8667 2.9872  0.116
64 H -0.6886 -5.2196 4.7967  0.116
65 H -0.2472 -2.8254 4.3949  0.114
66 H 0.4944 -2.0566 2.1675  0.075
67 Se -2.6079 2.1784 -1.1311  0.897
68 C -2.8490 3.9916 -1.4820  -0.669
69 C -1.9478 4.6895 -2.3001  -0.131
70 C -2.1449 6.0343 -2.5467  -0.067
71 C -3.2272 6.6947 -1.9724  -0.047
72 C -4.1219 6.0104 -1.1572  -0.060
73 C -3.9455 4.6603 -0.9181  -0.124
74 H -1.1084 4.1656 -2.7371  0.093
75 H -1.4594 6.5734 -3.1861  0.112
76 H -3.3774 7.7477 -2.1673  0.116
77 H -4.9640 6.5301 -0.7213  0.116
78 H -4.6492 4.1120 -0.3071  0.098
79 N -0.1286 -0.5252 -4.6522  0.162
80 C 0.3967 -0.3339 -3.4335  -0.176
81 N -0.5054 -0.3925 -2.4817  -0.020
82 C -1.7152 -0.6788 -3.1213  -0.256
83 C -2.9914 -0.9099 -2.6068  -0.064
84 C -3.9944 -1.1971 -3.5076  -0.054
85 C -3.7494 -1.2580 -4.8912  -0.058
86 C -2.4908 -1.0446 -5.4100  0.000
87 C -1.4845 -0.7610 -4.4926  -0.188
88 H 0.3873 -0.5250 -5.5167  0.175
89 H 1.4511 -0.1835 -3.2711  0.112
90 H -3.1878 -0.8873 -1.5434  0.083
91 H -4.9958 -1.3810 -3.1445  0.115
92 H -4.5679 -1.4787 -5.5614  0.115
93 H -2.3000 -1.0943 -6.4729  0.122

Calculated values
F_max, eV/Å: 0.7
Multiplicity: 5
⟨S²⟩: 6.033
Frontier orbital gap (alpha / beta), eV: 6.8 / 6.2
Total charge: +2
Energy above the lowest of the compared OMol25 structures with the same formula, charge and spin, kJ/mol: 2.61